1.
Molecular formula: C4H7NO
Method: DFT, the ωB97M-V functional and the def2-TZVPD basis

Geometry as XYZ:
```
13
C4H7NO the ωB97M-V functional and the def2-TZVPD basis
C -0.8009 -1.5975 -0.3309
C -1.6802 -0.6846 -0.7437
C -1.2794 0.6738 -0.9959
N -0.9402 1.7642 -1.1944
H -1.1168 -2.6190 -0.1439
H 0.2447 -1.3512 -0.1654
H -2.7286 -0.9159 -0.9076
H 0.7833 -0.0874 2.1978
H 0.2831 0.0473 2.7341
C 1.8069 1.2029 -0.1132
O 2.0160 0.0432 0.1578
H 2.1735 1.6539 -1.0533
H 1.2385 1.8702 0.5586
```

Computed properties:
Max |F| ... 0.022 hartree/bohr
2S+1 ... 1
Structure (SMILES) ... C=CC#N.[H][H].C=O
Energy above the lowest of the compared OMol25 structures with the same formula, charge and spin ... 322.71 kJ/mol
Frontier orbital gap ... 10.69 eV
E_tot ... -7796.2998 eV
M ... 85.106 g/mol



2.
Molecular formula: C4H7NO
Method: DFT, the ωB97M-V functional and the def2-TZVPD basis

Geometry as XYZ:
```
13
C4H7NO the ωB97M-V functional and the def2-TZVPD basis
O 2.8999 1.1086 0.3453
C 1.9770 0.3755 0.0605
C 0.7373 0.1465 0.8604
N -0.3875 -0.5355 0.1537
C -0.9446 -0.2653 -1.1208
C -1.7146 -0.0352 0.1430
H 2.0219 -0.2751 -0.8380
H 0.4709 0.9746 1.5495
H 0.6309 -0.9557 1.1574
H -1.1258 -1.1759 -1.6908
H -0.5301 0.5848 -1.6505
H -1.8532 0.9906 0.4782
H -2.4655 -0.7541 0.4641
```

Computed properties:
Max |F| ... 0.071 hartree/bohr
2S+1 ... 1
Structure (SMILES) ... O=CCN1CC1
Energy above the lowest of the compared OMol25 structures with the same formula, charge and spin ... 419.85 kJ/mol
Frontier orbital gap ... 9.80 eV
E_tot ... -7795.2930 eV
M ... 85.106 g/mol



3.
Molecular formula: C4H7NO
Method: DFT, the ωB97M-V functional and the def2-TZVPD basis

Geometry as XYZ:
```
13
C4H7NO the ωB97M-V functional and the def2-TZVPD basis
C 1.3348 -1.2618 0.2753
C 0.5318 0.0170 0.4886
C -0.4875 0.2536 -0.6295
C -1.5210 1.2333 -0.2393
N -1.9175 1.9440 0.7151
O -2.5603 1.7487 -0.8505
H 2.0597 -1.4054 1.0824
H 0.6753 -2.1373 0.2595
H 1.8857 -1.2394 -0.6717
H 1.2034 0.8811 0.5529
H 0.0012 -0.0381 1.4471
H -0.0162 0.6132 -1.5526
H -1.0157 -0.6722 -0.8941
```

Computed properties:
Max |F| ... 0.009 hartree/bohr
2S+1 ... 1
Structure (SMILES) ... CCCC1=NO1
Energy above the lowest of the compared OMol25 structures with the same formula, charge and spin ... 362.66 kJ/mol
Frontier orbital gap ... 10.16 eV
E_tot ... -7795.8857 eV
M ... 85.106 g/mol



4.
Molecular formula: C4H7NO
Method: DFT, the ωB97M-V functional and the def2-TZVPD basis

Geometry as XYZ:
```
13
C4H7NO the ωB97M-V functional and the def2-TZVPD basis
C 1.4132 -0.3164 0.9310
C 0.2849 0.6049 0.5392
C -0.1844 0.9915 -0.8692
N -1.0134 0.2141 0.0222
C -1.4921 -0.9192 -0.5865
O -1.6632 -0.9774 -1.7931
H 1.1622 -0.9155 1.8161
H 2.2931 0.2851 1.1973
H 1.6876 -0.9765 0.1090
H 0.1023 1.3632 1.3179
H -0.4634 2.0436 -0.9327
H -0.3286 0.3333 -1.8279
H -1.7983 -1.7306 0.0768
```

Computed properties:
Max |F| ... 0.054 hartree/bohr
2S+1 ... 1
Structure (SMILES) ... C[C@H]1CN1C=O
Energy above the lowest of the compared OMol25 structures with the same formula, charge and spin ... 261.24 kJ/mol
Frontier orbital gap ... 10.57 eV
E_tot ... -7796.9369 eV
M ... 85.106 g/mol



5.
Molecular formula: C4H7NO
Method: DFT, the ωB97M-V functional and the def2-TZVPD basis

Geometry as XYZ:
```
13
C4H7NO the ωB97M-V functional and the def2-TZVPD basis
O 1.2263 1.9764 0.4705
C 1.7476 0.9625 0.0651
C 1.0110 -0.3377 -0.0925
C -0.3942 -0.2366 0.4441
C -1.5263 0.0807 -0.4477
N -1.2812 -1.2914 -0.0206
H 2.8217 0.9513 -0.2138
H 1.6052 -1.1511 0.3561
H 0.9654 -0.5882 -1.1629
H -0.5224 0.2770 1.3945
H -1.3264 0.3565 -1.4787
H -2.3614 0.5979 0.0221
H -1.9651 -1.5972 0.6638
```

Computed properties:
Max |F| ... 0.015 hartree/bohr
2S+1 ... 1
Structure (SMILES) ... O=CC[C@H]1CN1
Energy above the lowest of the compared OMol25 structures with the same formula, charge and spin ... 209.22 kJ/mol
Frontier orbital gap ... 10.75 eV
E_tot ... -7797.4760 eV
M ... 85.106 g/mol



6.
Molecular formula: C4H7NO
Method: DFT, the ωB97M-V functional and the def2-TZVPD basis

Geometry as XYZ:
```
13
C4H7NO the ωB97M-V functional and the def2-TZVPD basis
O -0.2324 -0.3082 2.3393
N -0.3549 -0.8015 1.0603
C -0.4726 0.2491 0.1976
C -0.4563 1.5782 0.4294
C 1.1126 -0.8371 -1.0642
C -0.2691 -0.3376 -1.1536
H -0.4101 -1.0713 2.9060
H -0.4672 2.2580 -0.4167
H -0.4789 1.9937 1.4295
H 1.4670 -1.5072 -1.8537
H 1.8567 -0.3653 -0.4258
H -0.4917 0.3560 -1.9808
H -0.9266 -1.2144 -1.2826
```

Computed properties:
Max |F| ... 0.031 hartree/bohr
2S+1 ... 1
Energy above the lowest of the compared OMol25 structures with the same formula, charge and spin ... 533.96 kJ/mol
Frontier orbital gap (spin up / spin down) ... 9.08 / 7.56 eV
E_tot ... -7794.1103 eV
M ... 85.106 g/mol



7.
Molecular formula: C4H7NO
Method: DFT, the ωB97M-V functional and the def2-TZVPD basis

Geometry as XYZ:
```
13
C4H7NO the ωB97M-V functional and the def2-TZVPD basis
C -1.7534 -0.3147 -0.0666
N -1.2999 1.0026 0.3786
C -0.5333 0.2874 -0.6353
C 0.7887 -0.3860 -0.4134
C 1.8860 0.1893 0.3633
O 1.0666 -0.8488 0.8964
H -1.5688 -1.1360 0.6233
H -2.6901 -0.3321 -0.6105
H -0.9846 0.8404 1.3272
H -0.6302 0.7248 -1.6273
H 1.0465 -1.0938 -1.2067
H 2.9144 -0.0974 0.1405
H 1.7580 1.1643 0.8305
```

Computed properties:
Max |F| ... 0.015 hartree/bohr
2S+1 ... 1
Structure (SMILES) ... C1N[C@H]1[C@H]1CO1
Energy above the lowest of the compared OMol25 structures with the same formula, charge and spin ... 294.22 kJ/mol
Frontier orbital gap ... 10.78 eV
E_tot ... -7796.5950 eV
M ... 85.106 g/mol



8.
Molecular formula: C4H7NO
Method: DFT, the ωB97M-V functional and the def2-TZVPD basis

Geometry as XYZ:
```
13
C4H7NO the ωB97M-V functional and the def2-TZVPD basis
C -0.5852 -0.6984 1.7552
C -0.0115 0.4162 0.9924
N 0.0953 1.6471 0.8229
C 0.5398 0.7291 -0.3251
C 1.9439 0.7553 -0.8227
O -0.5923 0.5870 -1.4300
H 0.1985 -1.1873 2.4226
H -1.0077 -1.5459 1.1696
H -1.3652 -0.3458 2.3655
H 2.6752 0.5426 -0.0020
H 2.1867 1.7995 -1.3302
H 2.0503 -0.1336 -1.6105
H -0.1937 1.0882 -2.2346
```

Computed properties:
Max |F| ... 0.083 hartree/bohr
2S+1 ... 1
Structure (SMILES) ... CC1=N[C@]1(C)O
Energy above the lowest of the compared OMol25 structures with the same formula, charge and spin ... 314.12 kJ/mol
Frontier orbital gap ... 10.15 eV
E_tot ... -7796.3888 eV
M ... 85.106 g/mol



9.
Molecular formula: C4H7NO
Method: DFT, the ωB97M-V functional and the def2-TZVPD basis

Geometry as XYZ:
```
13
C4H7NO the ωB97M-V functional and the def2-TZVPD basis
C -1.3549 -0.8595 -0.0114
C -0.7796 0.4142 -0.6213
O -0.0915 1.1679 0.3742
C 1.2683 0.8968 0.5612
C 1.7059 -0.4756 0.2231
N 2.0887 -1.5219 -0.0881
H -2.0316 -0.5893 0.8055
H -1.9146 -1.4333 -0.7583
H -0.5736 -1.5141 0.3904
H -1.5805 1.0716 -0.9796
H -0.1214 0.1940 -1.4750
H 1.4898 1.0772 1.6180
H 1.8950 1.5719 -0.0388
```

Computed properties:
Max |F| ... 0.023 hartree/bohr
2S+1 ... 1
Structure (SMILES) ... CCOCC#N
Energy above the lowest of the compared OMol25 structures with the same formula, charge and spin ... 161.85 kJ/mol
Frontier orbital gap ... 11.32 eV
E_tot ... -7797.9669 eV
M ... 85.106 g/mol



10.
Molecular formula: C4H7NO
Method: DFT, the ωB97M-V functional and the def2-TZVPD basis

Geometry as XYZ:
```
13
C4H7NO the ωB97M-V functional and the def2-TZVPD basis
O -2.0565 -0.7636 2.0206
C 0.2775 0.1534 0.6409
C 1.5115 0.7917 0.0328
C 0.4605 0.7481 -1.0019
N 0.4869 -0.5659 -1.6381
C -0.2665 -0.6038 -0.4115
H -1.6224 -1.4909 2.4822
H -1.3098 -0.1610 1.8117
H 2.3559 0.1557 -0.2394
H 1.7891 1.7387 0.4885
H -0.1642 1.5549 -1.3673
H -0.1602 -0.6136 -2.4246
H -1.3018 -0.9436 -0.3940
```

Computed properties:
Max |F| ... 0.011 hartree/bohr
2S+1 ... 1
Energy above the lowest of the compared OMol25 structures with the same formula, charge and spin ... 500.78 kJ/mol
Frontier orbital gap ... 9.39 eV
E_tot ... -7794.4542 eV
M ... 85.106 g/mol



11.
Molecular formula: C4H7NO
Method: DFT, the ωB97M-V functional and the def2-TZVPD basis

Geometry as XYZ:
```
13
C4H7NO the ωB97M-V functional and the def2-TZVPD basis
C 1.8906 -0.2584 0.4866
C 0.6257 0.4416 0.0967
O 0.4733 1.6432 0.1819
C -0.4762 -0.4158 -0.4792
C -1.7661 -0.3076 0.2371
N -1.4641 0.3739 -1.1221
H 2.5040 -0.4117 -0.4089
H 1.6669 -1.2428 0.9063
H 2.4481 0.3503 1.1973
H -0.1709 -1.3502 -0.9418
H -1.7314 0.3407 1.1239
H -2.6256 -0.5170 -0.3593
H -1.3745 1.3539 -0.9186
```

Computed properties:
Max |F| ... 0.062 hartree/bohr
2S+1 ... 1
Structure (SMILES) ... CC(=O)[C@H]1CN1
Energy above the lowest of the compared OMol25 structures with the same formula, charge and spin ... 312.28 kJ/mol
Frontier orbital gap ... 10.94 eV
E_tot ... -7796.4079 eV
M ... 85.106 g/mol



12.
Molecular formula: C4H7NO
Method: DFT, the ωB97M-V functional and the def2-TZVPD basis

Geometry as XYZ:
```
13
C4H7NO the ωB97M-V functional and the def2-TZVPD basis
C 1.4421 0.2527 -0.3433
C 0.4945 -0.1413 0.7262
C -0.9318 -0.4926 0.1914
O -1.8283 -0.5341 1.2734
C -1.2586 0.5099 -0.9130
N -0.3284 1.0246 -1.5094
H 0.5458 1.4581 -1.7808
H 2.1563 1.0475 -0.1129
H 1.8667 -0.5443 -0.9607
H 0.3635 0.6575 1.4668
H 0.8158 -1.0482 1.2605
H -0.8965 -1.4631 -0.3433
H -2.7101 -0.7207 0.9179
```

Computed properties:
Max |F| ... 0.018 hartree/bohr
2S+1 ... 1
Energy above the lowest of the compared OMol25 structures with the same formula, charge and spin ... 506.35 kJ/mol
Frontier orbital gap (spin up / spin down) ... 8.07 / 7.96 eV
E_tot ... -7794.3964 eV
M ... 85.106 g/mol